No. 1
{
  "formula": "C17H28N2",
  "method": "the ωB97M-V functional and the def2-TZVPD basis",
  "spin_multiplicity": 1,
  "smiles": "CCCN1CCC(NC[C@@H](C)c2ccccc2)CC1",
  "lumo_ev": 0.96,
  "relative_energy_kcal_mol": 0.0,
  "species": ["C", "C", "C", "N", "C", "C", "C", "N", "C", "C", "C", "C", "C", "C", "C", "C", "C", "C", "C", "H", "H", "H", "H", "H", "H", "H", "H", "H", "H", "H", "H", "H", "H", "H", "H", "H", "H", "H", "H", "H", "H", "H", "H", "H", "H", "H", "H"],
  "coordinates": [[0.58730, -2.69340, 2.51728], [-0.35312, -2.01189, 3.50198], [-1.63174, -1.53987, 2.80688], [-1.34595, -0.62461, 1.71697], [-1.05892, 0.72117, 2.17274], [-0.52098, 1.55986, 1.01796], [-1.56337, 1.63109, -0.09313], [-1.18613, 2.52148, -1.18112], [0.16207, 2.59788, -1.69320], [0.65503, 1.47132, -2.63922], [1.71234, 2.03036, -3.59865], [1.23726, 0.27582, -1.93029], [0.80835, -1.00776, -2.25132], [1.34278, -2.11761, -1.62104], [2.32477, -1.96276, -0.65885], [2.77628, -0.69239, -0.34473], [2.24160, 0.41476, -0.97863], [-1.90946, 0.19384, -0.50608], [-2.38551, -0.59707, 0.70829], [1.52083, -2.96730, 3.00351], [0.12908, -3.59424, 2.11532], [0.79987, -2.01988, 1.69159], [0.15623, -1.16463, 3.96331], [-0.62959, -2.70427, 4.30038], [-2.13208, -2.41567, 2.38518], [-2.31515, -1.08929, 3.54979], [-0.30546, 0.67119, 2.96044], [-1.96287, 1.20262, 2.59504], [-0.27715, 2.56348, 1.36959], [0.38250, 1.07723, 0.64535], [-2.47720, 2.08113, 0.32876], [-1.84621, 2.41544, -1.94376], [0.19906, 3.53446, -2.26254], [0.84182, 2.70720, -0.84966], [-0.20354, 1.13825, -3.23567], [2.55744, 2.42853, -3.04208], [2.07654, 1.24462, -4.25766], [1.29372, 2.82750, -4.20942], [0.04558, -1.14001, -3.00728], [0.98958, -3.10483, -1.88116], [2.73986, -2.82635, -0.16104], [3.54945, -0.56262, 0.39883], [2.61662, 1.39740, -0.72968], [-2.69280, 0.19823, -1.26878], [-1.02473, -0.29486, -0.91057], [-2.60383, -1.62548, 0.40806], [-3.32014, -0.14806, 1.09833]]
}

---

No. 2
{
  "formula": "C17H28N5OS",
  "method": "the ωB97M-V functional and the def2-TZVPD basis",
  "spin_multiplicity": 1,
  "lumo_ev": -3.77,
  "charge": 1,
  "species": ["N", "C", "C", "S", "C", "C", "C", "N", "O", "H", "H", "H", "H", "H", "H", "H", "H", "H", "H", "H", "H", "H", "N", "C", "C", "C", "C", "H", "H", "H", "H", "H", "N", "C", "C", "C", "C", "H", "H", "H", "H", "H", "N", "C", "C", "C", "C", "H", "H", "H", "H", "H"],
  "coordinates": [[4.00759, -0.56515, 0.97150], [5.16096, -1.53441, 0.63770], [4.72635, -2.35882, -0.74958], [3.42203, -3.65906, -0.28200], [1.68098, -3.03842, -0.59925], [0.93364, -2.44274, 0.77285], [0.08202, -1.07263, 0.36135], [0.86947, 0.11708, -0.14536], [-1.27602, -1.06619, 0.45658], [3.50013, -0.90237, 1.82597], [3.38058, -0.65003, 0.12744], [5.28484, -2.31401, 1.52267], [6.14689, -0.93314, 0.40385], [5.70928, -2.88162, -1.11943], [4.37158, -1.63441, -1.60858], [3.65277, -3.86370, 1.11499], [1.65437, -2.24332, -1.48933], [1.05948, -3.98028, -0.98630], [0.18692, -3.29603, 1.12121], [1.69605, -2.19214, 1.62469], [0.33955, 0.69429, -0.83483], [1.28068, 0.68931, 0.62793], [-0.19951, 3.31839, -2.84076], [0.55092, 4.44247, -2.61308], [1.85242, 4.16412, -2.96636], [1.88700, 2.82694, -3.42894], [0.60586, 2.32967, -3.34327], [-1.19236, 3.23220, -2.66621], [0.09608, 5.34127, -2.21874], [2.68658, 4.85043, -2.89938], [2.75308, 2.28527, -3.78671], [0.19972, 1.35907, -3.59496], [-4.34124, 3.57020, -1.68598], [-4.71116, 4.56930, -2.54825], [-4.76856, 5.74651, -1.83615], [-4.41507, 5.44787, -0.49858], [-4.15340, 4.09753, -0.43485], [-4.22424, 2.59638, -1.93420], [-4.90291, 4.35734, -3.59157], [-5.03497, 6.71586, -2.23702], [-4.35696, 6.14310, 0.32892], [-3.85169, 3.46823, 0.39177], [-2.73598, -5.19671, 4.17233], [-2.80293, -4.39356, 3.06373], [-2.07899, -3.25092, 3.32160], [-1.55200, -3.37186, 4.62961], [-1.97085, -4.58415, 5.13047], [-3.18074, -6.10040, 4.26810], [-3.35979, -4.70232, 2.18921], [-1.94395, -2.42057, 2.64071], [-0.93301, -2.65240, 5.14991], [-1.79149, -5.06146, 6.08460]]
}

---

No. 3
{
  "formula": "C17H28N5RbS2",
  "method": "the ωB97M-V functional and the def2-TZVPD basis",
  "spin_multiplicity": 1,
  "lumo_ev": -0.02,
  "relative_energy_kcal_mol": 0.0,
  "species": ["Rb", "C", "C", "N", "C", "C", "N", "C", "C", "C", "N", "C", "C", "N", "C", "H", "H", "H", "H", "H", "H", "H", "H", "H", "H", "H", "H", "H", "H", "H", "H", "H", "H", "H", "H", "H", "H", "H", "H", "S", "C", "N", "C", "C", "C", "C", "C", "C", "S", "H", "H", "H", "H"],
  "coordinates": [[-1.43601, 0.08089, -0.55157], [-0.51455, 3.84044, 0.70043], [-0.05736, 3.68937, -0.75657], [0.22486, 2.31791, -1.20194], [1.62296, 1.89073, -1.04798], [1.92681, 1.12020, 0.23258], [1.22208, -0.15474, 0.26480], [1.60791, -1.01294, 1.39174], [0.90042, -0.68078, 2.70981], [-0.48566, -1.31786, 2.87084], [-1.56449, -0.65607, 2.13481], [-2.36463, 0.29971, 2.89501], [-1.98396, 1.75348, 2.62959], [-2.28891, 2.13782, 1.24950], [-1.99658, 3.54974, 0.97217], [-0.31703, 4.87416, 0.99654], [0.10566, 3.21515, 1.34811], [0.82569, 4.32345, -0.90926], [-0.84072, 4.09262, -1.40262], [-0.01735, 2.24572, -2.18139], [2.30139, 2.75096, -1.09890], [1.87354, 1.23910, -1.89047], [1.64084, 1.71263, 1.10517], [3.01815, 0.98713, 0.28831], [1.42472, -0.65831, -0.59512], [2.69560, -0.97805, 1.54859], [1.36261, -2.04093, 1.11283], [0.82053, 0.40582, 2.82503], [1.53246, -1.03078, 3.53060], [-0.72707, -1.36736, 3.94076], [-0.43189, -2.34984, 2.51603], [-2.15639, -1.36174, 1.70387], [-2.28116, 0.12038, 3.97376], [-3.41997, 0.17033, 2.63449], [-0.91331, 1.88158, 2.80470], [-2.50737, 2.39944, 3.35090], [-3.28295, 1.98303, 1.10890], [-2.33187, 4.18570, 1.80368], [-2.58138, 3.84812, 0.09788], [-2.81671, -2.70277, -0.36730], [-1.48798, -3.02874, -1.38283], [-0.63526, -2.16156, -1.88545], [0.30808, -2.76067, -2.70585], [1.32541, -2.09265, -3.38747], [2.21566, -2.81363, -4.16771], [2.10496, -4.19984, -4.28168], [1.09338, -4.87960, -3.61680], [0.20250, -4.15394, -2.83590], [-1.13581, -4.69851, -1.87453], [1.39749, -1.01319, -3.31148], [3.00445, -2.29465, -4.69886], [2.81168, -4.74994, -4.89071], [1.00651, -5.95652, -3.69901]]
}

---

No. 4
{
  "formula": "C17H28NO2P2STi",
  "method": "the ωB97M-V functional and the def2-TZVPD basis",
  "spin_multiplicity": 1,
  "lumo_ev": -12.25,
  "charge": 3,
  "species": ["Ti", "P", "C", "C", "N", "C", "C", "C", "C", "C", "P", "H", "H", "H", "H", "H", "H", "H", "H", "O", "H", "H", "O", "H", "C", "H", "H", "H", "C", "H", "H", "H", "C", "H", "H", "H", "C", "H", "H", "H", "S", "C", "C", "C", "C", "C", "C", "H", "H", "H", "H", "H"],
  "coordinates": [[0.52541, 0.84440, -0.66756], [2.24032, -0.74377, 0.23654], [2.52662, -1.10881, -1.57178], [1.25289, -1.56964, -2.22812], [0.12477, -0.95470, -1.78605], [-1.07817, -1.28042, -2.30926], [-1.17859, -2.25044, -3.29951], [-0.02563, -2.83012, -3.81485], [1.20776, -2.46641, -3.28545], [-2.30347, -0.55902, -1.80506], [-1.94045, 1.03185, -0.96144], [2.14754, -2.84845, -3.67090], [-2.17214, -2.51271, -3.65419], [-0.08959, -3.54092, -4.63168], [-2.98994, -0.33382, -2.63061], [-2.85147, -1.18290, -1.08212], [2.80557, -0.09067, -2.01549], [3.31653, -1.86989, -1.62338], [-0.24535, 6.16791, -1.25054], [1.67219, 1.59269, -1.88009], [1.71855, 2.28651, -2.54283], [-0.39634, 0.99870, 0.77640], [-0.71265, 5.82193, -0.50961], [-0.03170, 5.29245, -0.05107], [-2.58554, 2.29037, -2.10477], [-3.63534, 2.06637, -2.34601], [-2.50830, 3.28270, -1.63770], [-1.98712, 2.29501, -3.02292], [-3.20225, 1.12000, 0.35207], [-3.00598, 1.98779, 0.99713], [-4.20262, 1.22859, -0.09238], [-3.18442, 0.21345, 0.97006], [2.09097, -2.38589, 0.95478], [3.07685, -2.86526, 0.99417], [1.68225, -2.30065, 1.96814], [1.41380, -2.99611, 0.34801], [3.83618, -0.08659, 0.78262], [3.72415, 0.30971, 1.79866], [4.60239, -0.87341, 0.77882], [4.14225, 0.74031, 0.12911], [0.18152, 2.09420, 1.72242], [-0.12965, 0.90066, 3.00031], [0.97807, 0.17967, 3.47516], [0.77212, -0.92847, 4.29071], [-0.52829, -1.27612, 4.67545], [-1.63177, -0.56366, 4.19211], [-1.43612, 0.55144, 3.38114], [1.97884, 0.48295, 3.16857], [1.63317, -1.50818, 4.63910], [-0.67472, -2.10107, 5.37417], [-2.64418, -0.88362, 4.45361], [-2.27893, 1.13211, 3.01610]]
}

---

Copy entry 4 word for word.
{
  "formula": "C17H28NO2P2STi",
  "method": "the ωB97M-V functional and the def2-TZVPD basis",
  "spin_multiplicity": 1,
  "lumo_ev": -12.25,
  "charge": 3,
  "species": ["Ti", "P", "C", "C", "N", "C", "C", "C", "C", "C", "P", "H", "H", "H", "H", "H", "H", "H", "H", "O", "H", "H", "O", "H", "C", "H", "H", "H", "C", "H", "H", "H", "C", "H", "H", "H", "C", "H", "H", "H", "S", "C", "C", "C", "C", "C", "C", "H", "H", "H", "H", "H"],
  "coordinates": [[0.52541, 0.84440, -0.66756], [2.24032, -0.74377, 0.23654], [2.52662, -1.10881, -1.57178], [1.25289, -1.56964, -2.22812], [0.12477, -0.95470, -1.78605], [-1.07817, -1.28042, -2.30926], [-1.17859, -2.25044, -3.29951], [-0.02563, -2.83012, -3.81485], [1.20776, -2.46641, -3.28545], [-2.30347, -0.55902, -1.80506], [-1.94045, 1.03185, -0.96144], [2.14754, -2.84845, -3.67090], [-2.17214, -2.51271, -3.65419], [-0.08959, -3.54092, -4.63168], [-2.98994, -0.33382, -2.63061], [-2.85147, -1.18290, -1.08212], [2.80557, -0.09067, -2.01549], [3.31653, -1.86989, -1.62338], [-0.24535, 6.16791, -1.25054], [1.67219, 1.59269, -1.88009], [1.71855, 2.28651, -2.54283], [-0.39634, 0.99870, 0.77640], [-0.71265, 5.82193, -0.50961], [-0.03170, 5.29245, -0.05107], [-2.58554, 2.29037, -2.10477], [-3.63534, 2.06637, -2.34601], [-2.50830, 3.28270, -1.63770], [-1.98712, 2.29501, -3.02292], [-3.20225, 1.12000, 0.35207], [-3.00598, 1.98779, 0.99713], [-4.20262, 1.22859, -0.09238], [-3.18442, 0.21345, 0.97006], [2.09097, -2.38589, 0.95478], [3.07685, -2.86526, 0.99417], [1.68225, -2.30065, 1.96814], [1.41380, -2.99611, 0.34801], [3.83618, -0.08659, 0.78262], [3.72415, 0.30971, 1.79866], [4.60239, -0.87341, 0.77882], [4.14225, 0.74031, 0.12911], [0.18152, 2.09420, 1.72242], [-0.12965, 0.90066, 3.00031], [0.97807, 0.17967, 3.47516], [0.77212, -0.92847, 4.29071], [-0.52829, -1.27612, 4.67545], [-1.63177, -0.56366, 4.19211], [-1.43612, 0.55144, 3.38114], [1.97884, 0.48295, 3.16857], [1.63317, -1.50818, 4.63910], [-0.67472, -2.10107, 5.37417], [-2.64418, -0.88362, 4.45361], [-2.27893, 1.13211, 3.01610]]
}